A 11-piece molecular cluster, C34H44Cl14F32O4 overall at a distorted geometry. Source: the OMol25 dataset; level of theory: ωB97M-V/def2-TZVPD.

Last column: Mulliken charge in e.
Element x y z (Å)
F  1.249  -5.802  -4.933  -0.228
C  1.843  -4.967  -5.820  0.217
F  2.424  -5.660  -6.821  -0.286
C  0.753  -4.116  -6.452  0.940
F  -0.138  -4.853  -7.085  -0.292
F  1.375  -3.216  -7.326  -0.312
C  -0.034  -3.251  -5.471  -0.735
O  0.886  -2.290  -5.041  -0.224
C  0.377  -1.101  -4.740  0.711
F  -0.004  -0.418  -5.869  -0.337
F  -0.711  -1.224  -3.899  -0.212
C  1.448  -0.274  -4.063  0.088
F  1.223  1.032  -4.229  -0.263
F  1.481  -0.444  -2.658  -0.142
H  2.621  -4.351  -5.320  0.228
H  -0.418  -3.911  -4.625  0.100
H  -0.932  -2.793  -5.896  0.489
H  2.474  -0.576  -4.403  0.194
F  6.814  0.907  -2.200  -0.238
C  7.563  0.931  -1.071  0.093
F  7.899  2.198  -0.937  -0.281
C  6.734  0.458  0.172  0.946
F  7.677  0.107  1.114  -0.331
F  6.112  -0.678  -0.227  -0.248
C  5.858  1.487  0.840  -0.153
O  4.955  2.065  -0.008  -0.409
C  3.676  1.595  -0.078  0.426
F  3.594  0.259  -0.222  0.005
F  3.096  1.905  1.072  0.002
C  2.916  2.369  -1.180  -0.007
F  3.455  1.991  -2.410  -0.291
F  1.593  2.101  -1.080  -0.091
H  8.464  0.319  -1.118  0.282
H  6.484  2.343  1.009  0.539
H  5.493  1.032  1.769  -0.512
H  3.203  3.438  -1.123  0.148
F  -4.873  4.256  2.673  -0.315
C  -3.883  3.326  2.501  -0.126
F  -4.001  2.780  1.259  -0.086
C  -2.508  3.967  2.732  1.143
F  -1.662  2.889  2.795  0.079
F  -2.430  4.677  3.928  -0.352
C  -2.003  4.873  1.593  -0.340
O  -0.763  5.482  2.033  -0.297
C  -0.174  6.350  1.154  0.752
F  0.077  5.865  -0.062  -0.250
F  -1.043  7.413  0.924  -0.351
C  1.134  6.933  1.790  0.356
F  1.551  7.976  1.065  -0.264
F  0.852  7.317  3.058  -0.237
H  -4.062  2.519  3.203  0.112
H  -2.852  5.488  1.285  0.560
H  -1.764  4.321  0.699  -0.461
H  1.951  6.130  1.728  0.118
F  -4.210  -7.591  -0.487  -0.286
C  -4.185  -6.597  -1.381  -0.107
F  -4.867  -5.552  -0.937  -0.210
C  -2.719  -6.233  -1.582  1.125
F  -2.618  -5.117  -2.447  -0.286
F  -2.168  -7.295  -2.176  -0.323
C  -1.906  -5.968  -0.353  -1.051
O  -2.317  -4.749  0.264  -0.097
C  -2.723  -4.840  1.551  0.779
F  -3.488  -6.010  1.678  -0.355
F  -1.767  -4.916  2.439  -0.254
C  -3.579  -3.635  1.945  0.950
F  -4.675  -3.471  1.199  -0.273
F  -3.947  -3.795  3.251  -0.280
H  -4.518  -6.910  -2.335  0.397
H  -0.791  -5.845  -0.531  0.360
H  -2.076  -6.876  0.305  0.420
H  -2.945  -2.787  1.813  -0.506
Cl  -1.743  -1.707  -0.291  0.177
C  -1.309  -0.060  -0.656  0.002
C  -0.865  0.700  0.576  0.035
Cl  0.637  -0.119  1.158  0.389
H  -2.210  0.354  -1.152  0.266
H  -0.512  -0.151  -1.454  -0.542
H  -1.505  0.655  1.435  -0.062
H  -0.604  1.769  0.290  -0.155
Cl  -4.571  1.512  -3.892  -0.165
C  -5.560  2.827  -3.199  -0.331
C  -6.193  2.312  -1.955  -0.193
Cl  -7.241  3.590  -1.281  -0.210
H  -6.287  2.985  -3.991  0.428
H  -4.821  3.652  -3.032  0.170
H  -5.417  2.092  -1.208  -0.041
H  -6.736  1.430  -2.052  0.439
Cl  3.560  -1.909  2.707  -0.162
C  2.948  -0.823  3.982  0.217
C  3.807  0.379  3.949  1.136
Cl  5.507  0.107  4.500  -0.208
H  3.067  -1.327  4.959  0.483
H  1.948  -0.550  3.747  -0.583
H  3.418  1.081  4.681  -0.097
H  3.836  0.777  2.928  -0.877
Cl  -3.091  -0.301  3.591  -0.238
C  -1.703  -1.430  3.932  0.013
C  -1.080  -0.873  5.168  -0.032
Cl  0.045  -2.068  5.847  -0.198
H  -1.031  -1.438  3.066  -0.168
H  -2.127  -2.401  4.078  0.453
H  -1.817  -0.621  5.938  0.494
H  -0.582  0.064  4.969  -0.395
Cl  -2.332  3.176  -1.297  -0.146
C  -1.573  2.396  -2.716  0.432
C  -1.448  3.375  -3.886  -0.478
Cl  -0.406  4.725  -3.534  -0.179
H  -2.148  1.559  -3.059  0.128
H  -0.578  2.159  -2.458  -0.422
H  -2.378  3.838  -4.141  0.327
H  -1.030  2.884  -4.798  0.337
Cl  1.907  -5.695  1.329  -0.239
C  1.511  -3.909  0.895  0.711
C  2.153  -3.385  -0.342  0.398
Cl  1.610  -4.203  -1.818  -0.069
H  1.800  -3.344  1.815  -0.262
H  0.418  -3.810  0.722  -0.432
H  3.207  -3.394  -0.262  0.470
H  1.703  -2.444  -0.429  -0.614
Cl  2.496  3.906  4.028  -0.170
C  0.827  3.396  4.366  0.490
C  0.491  2.821  5.738  -0.566
Cl  1.476  1.393  6.174  -0.164
H  0.627  2.689  3.570  -0.479
H  0.211  4.280  4.178  0.224
H  -0.527  2.524  5.809  0.370
H  0.664  3.571  6.533  0.432

Values from the calculation:
* total charge: 0
* HOMO: -10.6 eV
* DFT total energy: -306436.980 eV